No. 1
Molecular formula: C23H52NO4P
Method: DFT, ωB97M-V with the def2-TZVPD basis set

Computed properties:
SMILES string: COCCCCCCCCCCCPN(C)C(C)=O.CCOCC.CCOCC
LUMO energy: 0.015 Eh
DFT total energy: -1604.22365 hartree
Gap between HOMO and LUMO: 8.8 eV

Geometry as ORCA input:
```
! RIJCOSX wB97M-V def2-TZVPD def2/J DEFGRID3
* xyz 0 1
C -2.547 -1.028 3.604
O -1.482 -1.890 2.997
C -0.802 -1.070 1.940
C 0.628 -0.455 2.552
C 1.674 -0.031 1.359
C 2.577 1.302 1.674
C 3.763 1.358 0.496
C 3.739 2.797 -0.292
C 3.590 2.641 -1.950
C 2.844 4.008 -2.460
C 1.219 3.897 -2.632
C 0.513 2.653 -1.835
C -0.992 3.210 -1.361
P -0.935 3.346 0.572
N -2.440 4.042 1.228
C -2.986 2.952 2.165
C -2.208 5.322 2.003
C -0.876 5.712 2.874
O -3.195 6.260 1.972
H -3.285 -0.648 2.772
H -1.975 -0.161 4.167
H -3.190 -1.593 4.408
H -0.630 -1.702 0.960
H -1.451 -0.108 1.669
H 1.141 -1.204 3.309
H 0.314 0.507 3.156
H 2.436 -0.927 1.184
H 1.070 0.176 0.358
H 1.873 2.260 1.635
H 3.086 1.310 2.738
H 3.733 0.412 -0.195
H 4.788 1.317 1.106
H 4.723 3.371 -0.022
H 2.787 3.438 0.036
H 4.715 2.591 -2.342
H 3.076 1.641 -2.271
H 3.360 4.353 -3.473
H 3.080 4.850 -1.673
H 0.990 3.881 -3.801
H 0.773 4.937 -2.254
H 0.306 1.751 -2.584
H 1.048 2.317 -0.851
H -1.256 4.247 -1.853
H -1.853 2.468 -1.670
H -0.754 1.951 0.992
H -3.535 2.143 1.521
H -3.636 3.422 3.018
H -2.066 2.395 2.676
H -1.067 5.764 4.051
H -0.507 6.801 2.564
H 0.045 5.006 2.724
C 3.118 -3.061 -4.106
C 2.216 -2.482 -3.029
O 2.030 -1.073 -3.139
C 1.439 -0.604 -4.349
C 0.050 -1.167 -4.601
H 4.101 -2.573 -4.085
H 3.255 -4.136 -3.954
H 2.705 -2.915 -5.106
H 2.676 -2.663 -2.052
H 1.247 -2.991 -3.011
H 2.105 -0.801 -5.195
H 1.367 0.486 -4.261
H 0.062 -2.254 -4.705
H -0.370 -0.746 -5.519
H -0.618 -0.925 -3.767
C -4.167 -6.887 2.348
C -3.740 -6.503 0.941
O -3.765 -5.098 0.703
C -2.922 -4.299 1.530
C -1.450 -4.653 1.413
H -5.176 -6.512 2.558
H -4.163 -7.975 2.465
H -3.500 -6.467 3.105
H -4.437 -6.954 0.228
H -2.752 -6.909 0.704
H -3.260 -4.348 2.571
H -3.061 -3.259 1.210
H -1.249 -5.680 1.727
H -0.847 -3.987 2.038
H -1.115 -4.558 0.374
*
```

***

No. 2
Molecular formula: C23H52O5S
Method: DFT, ωB97M-V with the def2-TZVPD basis set

Computed properties:
SMILES string: O=S1(=O)OCCC[C@H]1COO.CCCCCC.CCCCCC.CCCCCC
LUMO energy: 0.002 Eh
DFT total energy: -1681.66383 hartree
Gap between HOMO and LUMO: 10.4 eV

Geometry as ORCA input:
```
! RIJCOSX wB97M-V def2-TZVPD def2/J DEFGRID3
* xyz 0 1
O -1.392 -4.184 2.977
S -1.904 -3.092 1.965
O -2.726 -3.878 0.882
O -0.507 -2.384 1.271
C -0.755 -0.949 0.993
C -0.953 -0.033 2.338
C -1.977 -0.653 3.459
C -2.989 -1.829 2.875
C -4.050 -1.111 1.847
O -5.172 -0.409 2.529
O -5.645 0.390 1.579
H -1.645 -0.903 0.230
H 0.199 -0.541 0.411
H -1.258 1.070 2.070
H 0.119 0.030 2.858
H -1.310 -1.103 4.339
H -2.690 0.175 3.924
H -3.532 -2.414 3.759
H -4.503 -1.907 1.102
H -3.493 -0.279 1.210
H -5.092 1.226 1.530
C -0.947 1.554 -1.799
C -0.565 0.327 -2.612
C 0.939 0.219 -2.879
C 1.544 1.363 -3.703
C 0.918 1.582 -5.082
C 1.075 0.390 -6.013
H -0.709 2.480 -2.329
H -2.025 1.553 -1.602
H -0.429 1.562 -0.835
H -1.123 0.321 -3.554
H -0.883 -0.567 -2.061
H 1.138 -0.735 -3.379
H 1.466 0.171 -1.918
H 2.617 1.165 -3.827
H 1.476 2.297 -3.133
H 1.401 2.450 -5.546
H -0.142 1.836 -4.985
H 2.132 0.140 -6.153
H 0.650 0.621 -6.995
H 0.558 -0.494 -5.628
C -1.282 3.612 3.787
C 0.059 3.699 3.074
C 1.237 3.931 4.023
C 1.198 5.246 4.813
C 1.123 6.518 3.966
C 2.331 6.715 3.063
H -1.533 4.549 4.291
H -2.078 3.401 3.065
H -1.279 2.808 4.529
H 0.020 4.484 2.312
H 0.228 2.757 2.537
H 2.168 3.881 3.446
H 1.284 3.101 4.740
H 2.094 5.293 5.445
H 0.345 5.230 5.501
H 1.051 7.379 4.642
H 0.209 6.524 3.363
H 3.255 6.748 3.649
H 2.242 7.661 2.519
H 2.418 5.914 2.324
C -0.446 -6.239 -1.537
C 0.243 -4.949 -1.123
C 0.461 -3.977 -2.286
C 1.368 -4.489 -3.411
C 2.777 -4.904 -2.982
C 3.593 -3.761 -2.400
H 0.158 -6.811 -2.246
H -0.615 -6.873 -0.659
H -1.419 -6.033 -1.996
H 1.195 -5.181 -0.634
H -0.377 -4.450 -0.368
H 0.869 -3.040 -1.888
H -0.514 -3.720 -2.720
H 1.447 -3.703 -4.173
H 0.886 -5.340 -3.907
H 3.304 -5.295 -3.861
H 2.731 -5.727 -2.261
H 3.683 -2.940 -3.118
H 4.602 -4.107 -2.154
H 3.144 -3.371 -1.482
*
```